[1]
Entry from OMol25: C60H47BrNP3RuSi as an isolated structure at a distorted geometry (the ωB97M-V functional and the def2-TZVPD basis).

The calculation puts the LUMO energy (spin up / spin down) at 0.3 / -1.7 eV.

ORCA input file:
```
! RIJCOSX wB97M-V def2-TZVPD def2/J DEFGRID3
* xyz 0 5
Ru 0.9142 1.1303 0.1804
C -1.6601 3.3156 5.0742
C -1.0970 3.9674 3.9875
C -0.8728 3.3065 2.7908
C -1.2533 1.9570 2.6467
C -1.6850 1.2748 3.8443
C -1.9683 1.9695 4.9872
P -1.1217 1.1934 0.9963
C -2.1450 2.2918 -0.0084
C -1.5690 3.5681 -0.3395
C -2.4457 4.5728 -0.7595
C -3.7776 4.2876 -1.0365
C -4.2414 2.9876 -0.9251
C -3.4407 1.9627 -0.3973
C -2.2050 -0.2749 1.1686
C -3.3450 -0.4007 1.9070
C -4.0832 -1.5727 1.8722
C -3.7251 -2.6485 1.0772
C -2.4716 -2.5952 0.4223
C -1.7067 -1.3781 0.4549
Si 0.0713 -1.1453 0.0106
C 0.9159 -2.0215 1.5004
C 0.7655 -3.4036 1.6991
C 1.2698 -4.0605 2.8485
C 1.9092 -3.2823 3.8029
C 2.1056 -1.9167 3.6079
C 1.6637 -1.2969 2.4464
P 2.0746 0.4426 2.0317
C 3.6569 0.0990 1.2250
C 3.6804 -0.4535 -0.0589
C 4.8720 -0.6027 -0.7488
C 6.0884 -0.3876 -0.0660
C 6.0387 0.0365 1.2952
C 4.8298 0.1051 1.9681
C 2.3237 1.3544 3.5932
C 1.4670 1.0735 4.7250
C 1.6805 1.7476 5.9302
C 2.7141 2.6863 6.0175
C 3.5734 2.8963 4.9711
C 3.3994 2.2327 3.7420
C 0.1465 -2.5329 -1.3492
C 1.4010 -3.0981 -1.5835
C 1.5369 -4.2146 -2.3894
C 0.3908 -4.8487 -2.9032
C -0.8443 -4.2776 -2.7030
C -1.0041 -3.0541 -2.0172
P -2.6427 -2.2327 -1.8719
C -3.8795 -3.3027 -2.7350
C -3.8624 -3.1510 -4.1269
C -4.8977 -3.6573 -4.8891
C -5.9532 -4.3024 -4.2411
C -5.9325 -4.5101 -2.8611
C -4.8810 -3.9831 -2.1121
C 0.4410 0.6903 -2.9017
C -0.8362 1.1523 -3.3037
C -1.5093 0.5302 -4.3509
C -0.8410 -0.4485 -5.0942
C 0.4349 -0.9583 -4.7054
C 1.0028 -0.4468 -3.5896
H -1.8571 3.7928 6.0068
H -0.7284 4.9731 4.1133
H -0.3350 3.7779 1.9480
H -1.7090 0.2039 3.8653
H -2.4387 1.4623 5.8383
H -0.5376 3.8309 -0.2037
H -2.0223 5.5880 -0.8598
H -4.4281 5.1033 -1.3599
H -5.2575 2.7797 -1.2164
H -3.8309 0.9643 -0.3171
H -3.7320 0.4400 2.5080
H -5.0245 -1.6421 2.4127
H -4.4239 -3.4403 0.8821
H -1.9191 -3.5297 0.2590
H 0.2090 -3.9850 0.9508
H 1.1601 -5.1174 2.9613
H 2.3388 -3.7709 4.6669
H 2.6547 -1.3577 4.3570
H 2.7267 -0.6762 -0.5693
H 4.8997 -0.7751 -1.8135
H 7.0495 -0.4890 -0.5516
H 6.9794 0.1767 1.8656
H 4.7274 0.1246 3.0663
H 0.5927 0.3997 4.6177
H 1.0696 1.5024 6.8189
H 2.8446 3.2162 6.9343
H 4.4618 3.4893 5.0393
H 4.0447 2.4926 2.8983
H 2.3069 -2.6879 -1.1279
H 2.5080 -4.5958 -2.6340
H 0.4631 -5.8110 -3.4657
H -1.7636 -4.7224 -3.1412
H -3.0507 -2.6058 -4.5686
H -4.9574 -3.4248 -5.9277
H -6.7943 -4.6471 -4.8787
H -6.7120 -5.0950 -2.4031
H -4.7320 -4.2508 -1.0689
H -1.3067 1.9688 -2.7716
H -2.5035 0.9042 -4.6486
H -1.3299 -0.8493 -5.9611
H 0.8953 -1.8102 -5.2229
H 1.9432 -0.7649 -3.2215
Br 2.2810 3.2533 0.8005
N 1.1493 1.4036 -1.9158
C 2.0965 2.3260 -2.3981
C 3.4054 1.9522 -2.6563
C 4.3251 2.9641 -3.0300
C 3.9399 4.2805 -3.1751
C 2.5919 4.5999 -2.9898
C 1.6735 3.6532 -2.5715
H 3.6789 0.9071 -2.6370
H 5.3430 2.6015 -3.1965
H 4.6981 5.0050 -3.4323
H 2.2809 5.6515 -3.1223
H 0.5858 3.8871 -2.5089
*
```

Atom charges from the Löwdin analysis, given in e for atoms 1 to 6: 0.53 -0.09 -0.07 -0.10 -0.29 -0.12

[2]
Entry from OMol25: a 2-piece molecular cluster, C4H8NO3 overall at a distorted geometry (the ωB97M-V functional and the def2-TZVPD basis).

The energy above the lowest of the compared OMol25 structures with the same formula, charge and spin is 147.1 kJ/mol. The calculation puts the LUMO energy at 3.1 eV.

ORCA input file:
```
! RIJCOSX wB97M-V def2-TZVPD def2/J DEFGRID3
* xyz -1 1
C -1.9089 2.1623 -0.8694
C -0.9420 1.5064 0.1677
O -1.4503 0.6260 0.8241
N 0.2883 2.0268 0.3556
H -2.3853 1.4793 -1.5672
H -1.3314 2.9067 -1.4483
H 0.7864 1.4083 1.0111
H 0.8337 2.4440 -0.3758
H -2.6815 2.6553 -0.3007
C 1.3638 -2.2851 -0.3034
C 1.1335 -2.6078 1.2266
O 0.2433 -3.4700 1.4120
O 1.9639 -2.1413 2.0255
H 0.4468 -1.9485 -0.8417
H 1.5094 -3.2079 -0.8887
H 2.1304 -1.5544 -0.4273
*
```

Atom charges from the Löwdin analysis, given in e for atoms 1 to 6: -0.02 -0.60 0.05 0.15 0.07 0.06

[3]
Entry from OMol25: a 2-piece molecular cluster, C27H29B2Br2O9P overall at a distorted geometry (the ωB97M-V functional and the def2-TZVPD basis).

The structure (SMILES) is C#CCc1c(Br)c(CB(O)O)c(B(C)O)c2c1C(=O)C(P(C)CC)=C([C@H](Br)CC)C2=O.O=C1C=C(O)C(=O)C=C1O. The calculation puts the LUMO energy at -1.9 eV.

ORCA input file:
```
! RIJCOSX wB97M-V def2-TZVPD def2/J DEFGRID3
* xyz 0 1
C 2.6488 -1.0984 5.7748
C 1.8695 -2.1240 5.1601
C 0.9441 -3.2243 4.3088
C 0.1888 -2.3461 3.1254
C -1.4528 -2.0804 3.0840
Br -2.5743 -2.9317 4.5596
C -2.1530 -1.1808 1.8670
C -3.7825 -1.0009 1.8679
B -4.3119 0.4378 2.5032
O -4.6515 0.6786 3.9195
O -4.4468 1.5664 1.5234
C -1.1298 -0.5346 0.7123
B -1.8659 0.3745 -0.4548
C -2.7080 -0.3022 -1.7372
O -1.7353 1.8646 -0.2986
C 0.4931 -0.7650 0.6991
C 1.1513 -1.7008 1.9193
C 2.7947 -1.9491 1.8441
O 3.4208 -3.0530 2.2579
C 3.6956 -0.6945 1.1888
P 5.4318 -0.5751 1.9683
C 6.0482 1.2582 2.1870
C 6.6134 -1.5102 0.7145
C 6.9023 -2.9800 1.4592
C 3.1003 0.1358 0.1322
C 3.8775 1.4011 -0.5210
Br 5.6600 1.0946 -1.3481
C 3.7434 2.8270 0.3492
C 2.4419 3.7111 -0.2186
C 1.5547 -0.2076 -0.4189
O 1.2877 -0.0530 -1.7421
H 3.0541 0.0017 5.9970
H 1.6178 -4.0969 3.8702
H 0.2148 -3.7021 5.0893
H -4.2024 -1.0928 0.7547
H -4.3533 -1.8476 2.4848
H -5.2838 1.4800 3.8877
H -3.6216 2.1324 1.5844
H -3.8823 -0.1115 -1.6448
H -2.5402 -1.4804 -1.6494
H -2.3041 0.0803 -2.7862
H -1.7064 2.3030 -1.2089
H 6.7959 1.1793 3.1177
H 5.2061 1.9857 2.5456
H 6.7071 1.6400 1.3052
H 6.0441 -1.7158 -0.3032
H 7.5879 -0.8845 0.5472
H 8.0306 -3.0467 1.7684
H 6.6982 -3.8019 0.6515
H 6.1598 -3.1442 2.3686
H 3.2174 1.6817 -1.4846
H 3.3965 2.4677 1.4336
H 4.7382 3.4435 0.3635
H 2.7590 4.6021 -0.9072
H 1.9339 4.1591 0.7645
H 1.6495 2.9829 -0.6830
O -6.6949 2.6144 -6.8990
C -6.2890 1.7324 -6.1504
C -6.8205 1.5506 -4.7906
C -6.3449 0.5908 -3.9948
O -6.8417 0.4126 -2.7167
C -5.2625 -0.3247 -4.4492
O -4.8330 -1.1856 -3.6886
C -4.7477 -0.1587 -5.8172
C -5.2256 0.7988 -6.6143
O -4.7485 0.9593 -7.9023
H -7.6055 2.2245 -4.4724
H -6.3358 -0.3417 -2.3430
H -3.9733 -0.8428 -6.1408
H -5.2501 1.7173 -8.2737
*
```

Atom charges from the Löwdin analysis, given in e for atoms 1 to 6: 0.04 -0.08 -0.18 -0.09 -0.41 0.62